[1]
A 8-piece molecular cluster, C36H36Cl3N7 overall, computed with ωB97M-V/def2-TZVPD.

```
82
C36H36Cl3N7 ωB97M-V/def2-TZVPD
H -0.89216 -17.61625 14.42812
N -1.34904 -7.72402 9.83350
C -7.12001 -8.18604 14.18994
N -1.73741 -5.31570 16.10647
H 1.02974 -9.26750 11.75388
C 0.53803 -5.62832 16.80484
C 0.81620 -16.80561 13.71969
H -2.72778 -7.68003 23.63030
C -0.94880 -7.52062 16.47562
H 2.82941 -10.78817 13.55614
C -2.07732 -7.86817 12.15963
H -2.14179 -10.84141 21.05303
H 1.92021 -14.27053 17.45073
C 3.81908 -11.39484 11.82619
H -8.01192 -7.62986 14.43804
C 2.75231 -11.43174 12.69227
C -7.28216 -9.40049 13.52630
H -0.61973 -8.84982 13.44152
H -6.10603 -11.08846 12.78363
H 1.54007 -5.38979 17.12951
H 0.28852 -7.37894 20.51642
C 1.52937 -14.62066 14.56071
H 4.13909 -13.59079 18.55032
C 1.97218 -11.85098 20.41369
C 1.95343 -13.70523 18.37037
H 0.91749 -17.78316 13.27185
H 0.69231 -13.57995 11.32891
H -1.13224 -8.58465 16.45161
C -6.10272 -10.24513 13.45830
C 0.34205 -7.05497 16.76345
H -2.77963 -7.63906 12.94747
H -2.95395 -6.99649 15.92572
H -0.70180 -12.66827 16.43733
C -0.16273 -8.31233 10.19632
C 0.07861 -8.83361 11.48280
N 2.68888 -13.04884 10.49346
H 1.16899 -7.72385 16.95099
H 0.65509 -8.36596 9.49295
C -0.90837 -8.61929 12.42666
N 0.30052 -14.47896 15.07054
C -0.48353 -4.80214 16.36302
H 1.89313 -11.07213 21.15769
C -2.17878 -8.04602 22.77529
C -2.25621 -7.58932 10.81585
N -4.81769 -8.57400 14.70123
C 1.58905 -12.97833 11.34675
H 4.15139 -11.90228 20.34610
H -1.01216 -6.30088 22.43974
N 0.78042 -12.32089 19.98548
H -0.12766 -13.62275 18.41578
C 1.63101 -12.26176 12.47556
C -5.90756 -7.81734 14.78855
Cl -1.47458 -11.26514 14.73067
H -1.50223 -15.39994 15.61367
C -0.32593 -16.69679 14.40882
H 4.58018 -12.23787 10.06387
H -5.79475 -7.01961 15.50777
C -1.19820 -7.30089 22.07675
H -8.21044 -9.78137 13.12677
C -0.59686 -15.54152 15.04213
H -3.07279 -6.94054 10.53533
C 3.22954 -12.33878 19.99106
H -0.33308 -3.74467 16.20331
C -0.76017 -11.59087 16.28270
C 1.80318 -15.79571 13.77490
H 2.73482 -15.91016 13.24073
H -0.54597 -9.60551 19.67576
C -1.94739 -6.67361 16.14702
Cl -1.74371 -10.84904 17.47287
C 3.76595 -12.25671 10.77314
H 4.65870 -10.74785 12.03318
N -2.36761 -9.38367 22.51719
H 2.24680 -13.82097 14.67118
Cl 0.83808 -10.72929 16.29629
C -4.91982 -9.73905 14.02476
C -0.84476 -9.21312 20.63656
C 3.17905 -13.27550 18.93150
C -0.48775 -7.92004 21.03699
H -4.16771 -10.50669 13.91775
H 0.79293 -12.27563 13.15661
C 0.74654 -13.22030 18.90589
C -1.82669 -9.86633 21.39407
```

Calculated values
Total charge = -1
Gap between HOMO and LUMO (spin up / spin down) = 2.512 / 6.976 eV
Multiplicity = 2
LUMO (spin up / spin down) = 2.19 / 2.18 eV

[2]
One molecule with the formula C3H5ClN2O2, computed with ωB97M-V/def2-TZVPD.

```
13
C3H5ClN2O2 ωB97M-V/def2-TZVPD
H 0.33275 1.59831 2.30642
C -0.10076 -0.20363 -0.54998
H -1.09272 -3.10859 0.55075
N -0.35994 -2.33583 0.60326
C 0.66922 0.60094 0.44512
O -1.07937 0.08190 2.18104
H -0.83981 -1.87025 -1.42621
Cl 0.10007 0.64234 -2.15577
O 1.72466 1.16758 0.35295
N -0.13447 0.94863 1.59123
C -0.43306 -1.46163 -0.48345
H -1.93181 0.30388 1.64724
H -0.68345 -1.74274 1.46635
```

Calculated values
SMILES = N/C=C(/Cl)C(=O)NO
Total charge = 0
Gap between HOMO and LUMO = 9.552 eV
LUMO = 0.33 eV

[3]
One molecule with the formula C2H2N4O2, computed with ωB97M-V/def2-TZVPD.

```
10
C2H2N4O2 ωB97M-V/def2-TZVPD
O -2.90195 -0.32265 -0.42091
H -1.07008 1.26142 -1.07108
C -1.62980 -0.25460 -0.09558
C 0.78242 0.37618 -0.48282
H 2.62143 -0.60036 1.74371
N -2.00513 -1.19378 0.58301
N 2.08543 -0.87677 0.99110
N -0.63237 0.47603 -0.60379
O 1.36555 1.05336 -1.30765
N 1.38449 0.08119 0.66402
```

Calculated values
SMILES = [H]/N=N/C(=O)NC1=NO1
Total charge = 0
Gap between HOMO and LUMO = 8.707 eV
LUMO = -1.01 eV

[4]
C31H35F6IN5SSbSn as an isolated structure, computed with ωB97M-V/def2-TZVPD.

```
81
C31H35F6IN5SSbSn ωB97M-V/def2-TZVPD
H -2.20928 -4.51945 -1.58838
F 0.71417 2.27027 3.44376
F 1.26433 0.17077 2.03181
H 1.32412 2.94897 -3.71518
C -1.59130 0.86248 -4.99374
H 5.07116 3.51840 -1.73754
C -2.78323 0.09911 -4.41073
H 5.57328 2.60776 0.42498
C 4.09371 3.05255 -1.70588
H 4.24667 0.07591 -2.43630
C -1.28447 2.96312 -2.95169
H 0.45556 1.29503 -4.44615
Sb 0.57497 0.44832 3.88112
S 2.43608 -0.13033 -0.36475
H 0.40447 -5.20937 -1.10776
N 0.38968 -1.55967 -1.61402
C -2.87457 -3.40122 1.51651
H -1.14744 2.86467 -5.68986
C 3.67592 4.13938 -3.95547
C -0.42292 0.82359 -4.00292
H -0.14982 -0.21051 -3.78168
H 3.46485 -0.68610 -3.78079
H 4.74318 4.33646 -3.88550
C -2.44198 2.97357 -3.95639
C 2.37063 -0.66370 -2.06748
H -1.82826 -1.72683 2.35536
F -0.35982 0.76154 5.45437
N 3.41498 -0.30550 -2.84948
H 3.46753 3.67194 -4.91798
H 0.86670 -7.04369 -2.68116
C -3.00262 -4.17332 0.38103
C -0.82798 1.51250 -2.68911
C 3.19234 3.27955 -2.82499
C 1.94556 2.75763 -2.85677
F -1.08631 0.47219 2.84547
C 1.42782 1.96779 -1.77083
H -4.04639 0.21043 -2.65658
H 0.73757 -6.64718 -5.11965
N -1.22872 -2.03349 0.43829
H -3.44552 -3.59758 2.41226
I -0.95304 3.27245 0.89898
H 1.90182 2.05779 0.31561
F 2.30409 0.45018 4.56602
C -1.98245 -2.33852 1.48714
C -2.03733 0.74982 -2.12241
C -3.21583 0.76353 -3.10041
Sn -0.35637 0.62568 0.39764
C -2.17227 -3.90778 -0.69936
H -3.61523 0.11150 -5.11896
C 0.61066 -6.06362 -3.06055
C -3.63247 2.20998 -3.37181
H -4.47146 2.22938 -4.07122
C 0.22275 -4.57506 -4.90576
F 0.40406 -1.40845 3.98655
H -2.80187 2.34858 -5.99795
C -1.27087 -2.85736 -0.62572
H -2.72962 4.00970 -4.14637
C -0.24500 -2.66157 -1.68498
C 2.38173 1.69766 -0.60710
H -3.70850 -4.99192 0.33932
C -0.02162 -3.53709 -4.02211
C -1.99300 2.31498 -5.26409
N 1.42693 -1.39924 -2.50954
C 3.74143 2.32297 -0.64367
H 4.74512 1.08829 0.80327
H -1.74547 -0.28368 -1.90368
C 0.02892 -3.75955 -2.64897
N 0.25798 1.42733 -1.67094
H -3.96651 2.68733 -2.44600
C 0.54258 -5.83896 -4.42753
H -1.26982 0.39114 -5.92549
C 0.34581 -5.03019 -2.17466
H -1.60189 3.41116 -2.00950
H 4.12131 2.60046 1.43648
H -0.26417 -2.55154 -4.40051
H -0.46370 3.56976 -3.33208
H 0.16635 -4.39675 -5.97140
H -2.36584 1.23095 -1.18605
H -2.51793 -0.94933 -4.23711
C 4.59999 2.14337 0.56576
H 3.15566 5.09914 -3.94080
```

Calculated values
Total charge = +1
Gap between HOMO and LUMO (spin up / spin down) = 7.579 / 5.667 eV
Multiplicity = 2
LUMO (spin up / spin down) = -3.83 / -5.85 eV

[5]
C38H41N7O3RuTe as an isolated structure, computed with ωB97M-V/def2-TZVPD.

```
91
C38H41N7O3RuTe ωB97M-V/def2-TZVPD
N 2.10093 -1.80640 -3.07004
C -3.33500 1.26762 0.09117
C 2.14674 0.57867 -0.77947
C -3.28261 -2.71645 1.34935
C 0.10129 -0.70801 -3.64777
C -4.62255 1.45244 0.59192
C 3.65232 -3.30494 0.30263
O 4.09273 -2.22146 -4.20546
H -3.65142 -2.97545 2.33224
C -1.57860 0.46975 3.40091
C -2.30884 0.92253 0.99526
C 1.42432 -0.99802 -4.00356
H -4.92567 -3.55718 0.24895
H 2.91813 6.01848 3.02347
H 1.14288 -2.57530 1.87390
H -1.67278 3.66769 0.00410
H 2.98368 -0.71633 -5.44424
H -7.03157 0.84366 1.91821
H -0.71748 -0.03665 2.99282
H 0.84339 -4.33003 0.02989
C -3.97616 -3.03880 0.19598
C 3.90899 -2.89757 -1.94891
C -3.43925 -2.68693 -1.02478
H 3.81578 -0.55832 -1.55656
C -0.63045 3.95196 -0.16848
H -6.67502 2.53412 2.23958
H 5.29235 -4.18786 1.34981
H -1.66344 0.38408 -4.16949
H 1.30683 -0.26976 2.28056
H 5.74144 -3.42125 -2.86742
H -3.91817 -2.91087 -1.96592
C 1.65481 4.28934 2.82706
H 0.73012 -4.13525 2.21310
H -2.00963 -0.16276 4.17943
H 1.50247 6.04298 4.06497
C -2.09570 -2.01603 1.22542
H -1.53534 -1.74278 2.10370
H -3.14609 0.47459 -1.91953
N 0.32313 -3.50288 0.31277
H 2.86703 4.99553 4.45831
H 3.01618 -3.22115 1.17089
C 5.70222 -3.91611 -0.75102
N 3.13968 -2.85826 -0.84443
H -0.60284 5.02840 -0.33411
C -2.59925 0.78586 2.35546
H 4.02910 0.03189 0.08619
H 1.51406 0.42845 3.90131
C 0.51197 2.22731 1.30261
C 1.37007 1.90934 2.36179
C -3.90325 0.98334 2.80001
C 5.18583 -3.42759 -1.94076
C -3.18935 1.43653 -1.40423
C 0.80351 4.57754 1.76647
O 1.72850 1.67649 -1.16382
H 6.69973 -4.33326 -0.71416
H 1.64070 0.80140 -6.85630
C -0.64419 0.15690 -4.44384
C 1.97146 -0.46792 -5.17103
C -4.93219 1.31051 1.93463
C -1.67079 -1.64031 -2.41601
C 4.92587 -3.84193 0.39346
H 2.84574 0.40446 2.74658
C -2.22491 -2.00698 -1.05456
C 3.62350 0.27494 -0.89741
H -2.31095 2.00015 -1.71258
N -1.57147 -1.65104 0.05184
H -0.67597 1.37525 -6.20192
H 4.11495 1.16136 -1.29060
C 2.26894 5.39340 3.63928
C -6.33642 1.51370 2.42681
C 0.24385 3.57402 0.99540
Ru 1.24274 -2.05654 -1.30340
N 0.43761 -3.28945 1.73556
N -0.38805 -1.25784 -2.43428
H -1.21455 1.38534 3.87371
H -5.40916 1.71684 -0.10676
H -0.29041 3.46952 -1.08841
Te -0.39556 0.85019 -0.05715
H 2.59021 2.71953 3.91969
H -4.11353 0.87129 3.85867
H -0.65875 -3.66340 0.11455
N 1.36089 -0.35874 -0.12631
O -2.46023 -1.71826 -3.35758
C 1.92577 2.96273 3.09640
H 0.58773 5.61148 1.51940
H -6.41057 1.32712 3.49750
H -4.06262 1.96523 -1.78479
C 3.36505 -2.25800 -3.22468
C 1.76526 0.53374 2.84330
C -0.08860 0.70287 -5.58943
C 1.20888 0.38352 -5.95582
```

Calculated values
Total charge = 0
Gap between HOMO and LUMO = 6.371 eV
LUMO = -0.35 eV

ΔE to the lowest compared entry with this formula, charge and spin: 0.0; 84.5; 157.2; 49.2; 70.8 (kcal per mole)